The following is a DFT calculation (wB97M-V/def2-TZVPD) of a molecular structure, C27H20GeN7PdS2SbSe4 at a distorted geometry.

net charge	+1
gap between HOMO and LUMO (spin up / spin down)	5.426 / 5.373	eV
multiplicity	2
lowest unoccupied orbital energy (spin up / spin down)	-5.5 / -5.5	eV
relative energy (zero: lowest compared OMol25 entry of this formula, charge and spin)	19.0	kJ/mol
HOMO energy (spin up / spin down)	-10.8970 / -10.8906	eV

Structure (XYZ):
```
63
Properties=species:S:1:pos:R:3:forces:R:3:mulliken_charge:R:1
Pd -1.2027 -0.9762 0.8128 0.619 0.101 0.667 0.32
S -3.0620 -1.6660 2.4031 -0.705 -0.245 0.254 -0.26
C -3.7992 -0.1212 2.7149 -0.119 0.463 0.034 0.64
C -4.9237 -0.1000 3.5969 0.192 -0.047 0.180 -0.29
N -5.8266 -0.0807 4.3089 0.028 -0.052 -0.043 -0.39
C -3.3943 1.0156 2.0773 -0.222 -0.339 -0.274 0.64
S -2.2770 1.0862 0.7783 0.182 0.303 0.105 -0.24
C -4.0405 2.2640 2.3726 0.054 0.038 0.022 -0.38
N -4.5279 3.2783 2.6027 0.024 -0.030 -0.014 -0.37
N 1.0780 -1.0324 4.3037 0.029 -0.062 -0.009 0.13
C 0.2604 -0.2981 3.5571 -0.007 0.137 -0.014 -0.79
N 0.1268 -0.9026 2.3913 0.317 0.136 0.052 0.83
C 0.8852 -2.0419 2.5022 -0.081 0.123 0.146 0.49
N 1.4879 -2.1424 3.6527 0.013 0.045 0.081 -0.74
C 0.9156 -2.9641 1.3785 -0.097 0.098 -0.076 -0.47
C 1.7626 -4.0436 1.2474 0.033 -0.101 -0.058 -0.63
N 1.7460 -4.8021 0.1542 0.022 0.038 0.030 -0.50
C 0.8805 -4.4848 -0.7953 -0.007 -0.013 0.014 -0.74
C 0.0155 -3.3969 -0.6815 -0.011 -0.133 0.128 -1.14
N 0.0442 -2.6435 0.4104 -0.081 -0.119 -0.329 1.97
H 1.3866 -0.8600 5.2485 0.006 -0.006 0.013 0.21
H -0.1916 0.6326 3.8616 -0.003 -0.010 -0.038 0.62
H 2.4597 -4.2953 2.0370 0.006 -0.009 -0.016 0.48
H 0.8578 -5.1018 -1.6845 -0.017 -0.013 0.020 0.46
H -0.7012 -3.1562 -1.4521 0.014 0.025 -0.037 0.62
C 2.3959 -0.6632 -0.1232 0.021 -0.050 -0.027 -1.00
Ge 0.7631 0.3709 -0.3185 -0.025 0.073 -0.408 0.40
C 0.9023 2.0237 0.6510 -0.021 -0.031 0.111 1.08
C 0.2534 3.1701 0.1922 0.012 0.031 -0.008 -0.03
C 0.4145 4.3760 0.8574 0.028 -0.004 0.015 -0.82
C 1.2237 4.4444 1.9846 -0.010 -0.026 -0.024 -0.55
C 1.8858 3.3113 2.4421 -0.011 0.006 -0.002 -0.86
C 1.7259 2.1050 1.7760 -0.024 0.019 -0.003 -0.46
C 0.1620 0.5193 -2.1563 -0.132 -0.041 0.099 0.71
C -0.9760 -0.1007 -2.6060 0.067 0.015 -0.064 -0.15
C -1.3678 -0.0234 -3.9584 0.000 0.004 -0.006 -1.22
C -0.6040 0.6769 -4.8442 -0.041 -0.020 -0.029 -0.80
C 0.5756 1.3373 -4.4268 0.075 0.025 0.114 0.72
C 1.3683 2.0704 -5.3437 -0.032 -0.011 -0.020 -0.87
C 2.4999 2.7112 -4.9352 0.032 0.016 -0.012 -0.62
C 2.8924 2.6543 -3.5817 0.014 0.009 0.006 -1.21
C 2.1498 1.9550 -2.6745 -0.001 0.006 -0.015 -0.39
C 0.9713 1.2691 -3.0647 -0.014 0.018 -0.109 0.68
H 3.1885 0.0124 -0.4551 -0.007 -0.028 -0.016 0.62
H 2.3908 -1.5326 -0.7782 0.009 -0.010 0.028 0.29
H 2.6217 -0.9621 0.8972 0.024 0.032 -0.005 0.40
H -0.3691 3.1272 -0.6942 -0.016 -0.010 0.012 0.43
H -0.0895 5.2629 0.4971 0.003 -0.008 0.001 0.46
H 1.3487 5.3867 2.5016 -0.005 -0.005 0.000 0.42
H 2.5336 3.3751 3.3071 -0.002 -0.004 -0.012 0.46
H 2.2640 1.2294 2.1259 0.017 0.013 -0.011 0.47
H -1.5969 -0.6644 -1.9223 -0.038 0.002 0.035 0.40
H -2.2726 -0.5197 -4.2829 0.006 -0.002 -0.003 0.46
H -0.8915 0.7419 -5.8867 -0.003 -0.003 0.010 0.41
H 1.0546 2.1132 -6.3796 0.004 -0.001 0.007 0.41
H 3.0982 3.2678 -5.6442 -0.008 -0.004 0.011 0.41
H 3.7858 3.1739 -3.2608 -0.008 -0.004 -0.005 0.44
H 2.4672 1.9533 -1.6372 -0.007 -0.007 -0.005 0.16
Se -1.5963 -4.8158 2.5868 -0.571 0.207 -0.275 -0.41
Sb -3.2434 -4.5922 0.8457 0.744 -1.015 0.377 0.79
Se -5.6046 -4.5988 1.6149 0.009 0.057 -0.006 -0.13
Se -2.9292 -5.4256 -1.3217 -0.120 -0.068 -0.332 -0.46
Se -3.3565 -1.9068 0.2176 -0.163 0.494 -0.272 -0.11
```
Positions in Å, forces in eV/Å.